161
Properties=species:S:1:pos:R:3:mulliken_charge:R:1 method="wB97M-V/def2-TZVPD" lumo_ev=0.1666 homo_ev=-9.51 largest_force_ha_per_bohr=0.0390 total_energy_ev=-110614.7231 mol_weight_g_mol=1124.993 total_charge=0
C 2.63 1.62 1.26 0.115
C 2.19 2.39 0.44 -0.651
C 1.54 3.24 -0.71 -0.561
C 0.49 2.33 -1.48 0.730
C -1.02 2.87 -1.37 -1.009
B -2.01 1.99 -2.29 -0.282
C -1.49 0.54 -2.85 -0.146
C -1.38 -0.57 -1.70 0.116
C -0.21 -1.56 -2.11 -0.565
O 1.12 -1.01 -1.93 -0.448
C -3.50 2.42 -2.75 -0.411
C -4.26 3.41 -1.77 -0.786
C -4.72 2.79 -0.39 -0.514
C -5.98 1.83 -0.51 -0.612
O -5.73 0.67 -1.31 -0.144
C -6.10 -0.55 -0.65 -0.526
H 2.79 0.67 1.83 0.340
H 2.38 3.46 -1.44 0.317
H 1.13 4.21 -0.32 0.411
H 0.49 1.32 -0.97 -0.090
H 0.80 2.19 -2.55 0.063
H -1.29 2.81 -0.27 0.243
H -1.04 3.98 -1.63 0.312
H -2.24 0.14 -3.61 0.144
H -0.52 0.67 -3.42 0.050
H -1.17 -0.07 -0.71 0.166
H -2.34 -1.15 -1.59 0.522
H -0.25 -2.51 -1.50 0.075
H -0.29 -1.87 -3.19 0.158
H 1.30 -0.38 -2.66 0.166
H -3.37 2.99 -3.73 0.389
H -4.06 1.49 -3.01 0.187
H -5.20 3.75 -2.30 0.482
H -3.63 4.32 -1.52 0.263
H -5.08 3.66 0.25 0.358
H -3.88 2.33 0.22 0.198
H -6.86 2.37 -0.98 0.311
H -6.30 1.51 0.53 0.305
H -5.50 -0.62 0.33 -0.029
H -5.89 -1.46 -1.29 0.292
H -7.20 -0.49 -0.38 0.396
C 5.75 4.26 2.29 0.545
O 5.69 5.07 1.38 -0.726
N 6.67 4.37 3.29 -0.281
N 4.92 3.20 2.39 -0.313
H 6.74 3.72 4.06 0.185
H 7.31 5.16 3.25 0.250
H 4.22 3.08 1.67 0.046
H 4.96 2.53 3.14 0.143
C -1.94 -2.44 2.09 0.701
O -2.11 -1.32 2.56 -0.764
N -2.75 -3.49 2.39 -0.226
N -0.94 -2.71 1.21 -0.165
H -2.64 -4.41 2.00 0.088
H -3.51 -3.31 3.04 0.152
H -0.34 -1.95 0.97 0.114
H -0.78 -3.61 0.81 0.117
C -2.15 -6.78 4.04 0.603
O -3.09 -6.71 3.27 -0.653
N -1.80 -7.93 4.68 -0.391
N -1.36 -5.71 4.33 -0.291
H -1.02 -8.01 5.31 0.165
H -2.36 -8.74 4.50 0.223
H -1.58 -4.84 3.87 0.180
H -0.57 -5.74 4.95 0.178
C 5.20 -1.30 -2.80 0.498
O 6.36 -1.29 -3.17 -0.676
N 4.20 -0.73 -3.52 -0.295
N 4.80 -1.87 -1.63 -0.299
H 3.23 -0.72 -3.23 0.249
H 4.45 -0.29 -4.39 0.165
H 5.51 -2.30 -1.07 0.197
H 3.84 -1.88 -1.32 0.187
C 7.49 8.23 2.32 0.690
O 8.11 7.36 2.92 -0.675
N 7.94 9.50 2.18 -0.397
N 6.29 7.99 1.73 -0.276
H 7.45 10.22 1.69 0.147
H 8.83 9.72 2.60 0.228
H 5.92 7.06 1.82 0.112
H 5.76 8.68 1.23 0.142
C -2.38 -4.65 -3.14 0.662
O -2.03 -3.94 -2.22 -0.563
N -2.92 -4.16 -4.29 -0.387
N -2.24 -6.00 -3.09 -0.259
H -3.21 -4.74 -5.06 0.144
H -3.03 -3.17 -4.36 0.232
H -1.84 -6.40 -2.26 0.047
H -2.52 -6.62 -3.83 0.136
C 9.61 7.10 -0.74 0.621
O 9.41 8.21 -0.28 -0.634
N 8.82 6.04 -0.45 -0.285
N 10.64 6.83 -1.59 -0.411
H 8.96 5.12 -0.82 0.176
H 8.04 6.20 0.17 0.173
H 11.25 7.60 -1.83 0.228
H 10.82 5.93 -1.98 0.151
C -5.78 -1.12 3.84 0.562
O -5.20 -2.03 4.42 -0.648
N -5.26 -0.49 2.76 -0.131
N -7.01 -0.67 4.24 -0.381
H -5.72 0.25 2.27 0.184
H -4.35 -0.80 2.44 0.018
H -7.43 -1.12 5.03 0.218
H -7.50 0.07 3.78 0.146
C 2.44 4.17 5.08 0.625
O 2.71 2.99 5.23 -0.671
N 1.67 4.86 5.97 -0.383
N 2.88 4.91 4.03 -0.198
H 1.43 5.83 5.87 0.160
H 1.32 4.35 6.77 0.241
H 3.45 4.43 3.35 0.102
H 2.66 5.88 3.90 0.169
C -9.52 -0.08 -3.19 0.677
O -9.88 -0.51 -2.11 -0.637
N -10.40 0.30 -4.16 -0.391
N -8.21 0.07 -3.53 -0.293
H -10.13 0.65 -5.06 0.159
H -11.38 0.20 -3.95 0.231
H -7.53 -0.19 -2.83 0.105
H -7.90 0.43 -4.41 0.148
C -3.80 -9.17 -1.32 0.714
O -2.74 -9.28 -1.92 -0.676
N -4.81 -8.38 -1.78 -0.388
N -4.06 -9.81 -0.16 -0.380
H -5.69 -8.27 -1.30 0.158
H -4.65 -7.88 -2.64 0.203
H -3.34 -10.40 0.21 0.225
H -4.92 -9.73 0.35 0.156
C 5.43 6.81 7.32 0.498
O 5.19 6.88 8.51 -0.670
N 4.81 5.92 6.50 -0.198
N 6.33 7.62 6.70 -0.306
H 4.99 5.84 5.52 0.160
H 4.14 5.30 6.92 0.141
H 6.81 8.29 7.27 0.187
H 6.54 7.57 5.72 0.194
C -0.22 -8.00 0.96 0.740
O -0.68 -6.95 0.51 -0.583
N 0.46 -8.06 2.14 -0.385
N -0.35 -9.19 0.31 -0.331
H 0.84 -8.90 2.52 0.139
H 0.57 -7.19 2.64 0.223
H -0.85 -9.19 -0.57 0.169
H 0.01 -10.05 0.66 0.156
C -0.13 3.19 -5.64 0.640
O 0.10 2.00 -5.50 -0.624
N -0.90 3.89 -4.75 -0.317
N 0.35 3.92 -6.68 -0.434
H -1.10 4.87 -4.84 0.158
H -1.27 3.38 -3.97 -0.052
H 0.92 3.44 -7.35 0.249
H 0.17 4.90 -6.81 0.138
C 1.59 -7.63 -3.26 0.592
O 1.78 -8.83 -3.17 -0.679
N 0.86 -6.93 -2.35 -0.174
N 2.09 -6.88 -4.28 -0.374
H 0.69 -5.94 -2.40 0.124
H 0.47 -7.45 -1.58 -0.037
H 2.64 -7.35 -4.97 0.224
H 1.94 -5.89 -4.37 0.157

***

65
Properties=species:S:1:pos:R:3:mulliken_charge:R:1 method="wB97M-V/def2-TZVPD" lumo_ev=0.2704 homo_ev=-7.62 largest_force_ha_per_bohr=0.0218 relative_energy_kcal_mol=3.76 total_energy_ev=-165897.5415 mol_weight_g_mol=662.829 total_charge=0
Zn -0.32 -0.57 1.46 0.244
C 3.22 -3.54 1.17 -1.059
N 2.21 -3.56 0.13 0.103
C 2.14 -4.78 -0.63 -1.100
C 1.38 -2.53 0.02 0.974
O 1.44 -1.56 0.77 -0.588
C 0.30 -2.57 -1.06 -0.875
O -0.14 -1.24 -1.19 -0.229
C -1.44 -1.08 -1.70 -1.076
C -2.47 -1.23 -0.58 0.149
O -2.12 -1.74 0.49 -0.102
N -3.71 -0.81 -0.80 0.261
C -4.64 -0.75 0.31 -1.087
C -4.20 -0.30 -2.06 -1.059
H 2.86 -4.08 2.05 0.286
H 3.40 -2.50 1.45 0.291
H 4.13 -4.00 0.81 0.411
H 2.27 -5.63 0.05 0.384
H 2.93 -4.81 -1.38 0.339
H 1.17 -4.89 -1.12 0.395
H -0.51 -3.23 -0.72 0.336
H 0.69 -2.92 -2.02 0.583
H -1.64 -1.79 -2.51 0.481
H -1.45 -0.05 -2.08 0.416
H -4.07 -0.85 1.23 0.207
H -5.38 -1.54 0.24 0.363
H -5.15 0.22 0.30 0.397
H -3.40 -0.14 -2.77 0.436
H -4.72 0.64 -1.89 0.321
H -4.91 -1.01 -2.49 0.328
C 0.43 6.72 -1.81 -1.575
C 0.14 5.50 -0.98 0.598
C 1.02 5.05 -0.01 -0.915
C 0.80 3.88 0.70 1.018
C 1.79 3.50 1.75 -1.335
C -0.35 3.11 0.41 0.050
C -1.30 3.62 -0.49 0.904
C -2.62 2.94 -0.76 -1.444
C -1.03 4.79 -1.17 -0.885
C -0.47 1.73 0.93 1.355
O 0.32 1.30 1.81 -0.685
O -1.32 0.94 0.45 -0.674
H 1.19 7.35 -1.34 0.370
H -0.47 7.30 -1.98 0.369
H 0.81 6.40 -2.78 0.294
H 1.91 5.63 0.20 0.297
H 2.58 4.25 1.82 0.377
H 2.24 2.53 1.54 0.252
H 1.30 3.41 2.71 0.266
H -3.01 2.48 0.15 0.354
H -2.50 2.16 -1.50 0.141
H -3.34 3.67 -1.13 0.448
H -1.76 5.17 -1.88 0.393
F -4.55 -5.58 1.39 -0.338
C -3.59 -4.80 1.88 0.625
C -2.26 -5.02 1.54 0.084
F -1.94 -6.02 0.70 -0.374
C -1.27 -4.19 2.04 0.520
F 0.00 -4.43 1.67 -0.378
C -1.56 -3.11 2.87 -0.418
Se -0.22 -1.91 3.47 -0.238
C -2.90 -2.92 3.21 0.461
F -3.22 -1.88 3.99 -0.401
C -3.90 -3.75 2.74 0.325
F -5.19 -3.54 3.08 -0.370

***

17
Properties=species:S:1:pos:R:3:mulliken_charge:R:1 method="wB97M-V/def2-TZVPD" lumo_ev=0.8347 homo_ev=-7.77 smiles=C[C@@H]1Cc2ccsc2S1 largest_force_ha_per_bohr=0.0773 relative_energy_kcal_mol=31.95 total_energy_ev=-29057.9994 mol_weight_g_mol=156.275 total_charge=0
C -1.09 1.18 0.99 -1.174
C -0.53 1.24 -0.44 -0.001
C -0.11 -0.35 -0.93 -0.844
C 1.28 -0.42 -0.44 0.126
C 2.17 -1.50 -0.09 -0.731
C 3.38 -1.11 0.32 -0.365
S 3.56 0.58 0.28 -0.192
C 1.92 0.73 -0.25 0.618
S 1.01 2.18 -0.42 -0.207
H -2.05 0.70 1.26 0.362
H -1.35 2.26 1.47 0.273
H -0.35 0.83 1.76 0.326
H -1.07 1.73 -1.27 0.450
H -0.15 -0.39 -1.98 0.298
H -0.87 -1.09 -0.58 0.331
H 1.73 -2.53 0.02 0.267
H 4.14 -1.71 0.71 0.462

***

60
Properties=species:S:1:pos:R:3:mulliken_charge:R:1 method="wB97M-V/def2-TZVPD" lumo_ev=0.6390 homo_ev=-9.11 smiles=ClCCCc1cn(C[C@H]2CC[C@@H]([C@@H]3CC[C@H](Cn4cc(CCCCl)nn4)O3)O2)nn1 largest_force_ha_per_bohr=0.0242 relative_energy_kcal_mol=3.18 total_energy_ev=-59306.7345 mol_weight_g_mol=457.406 total_charge=0
Cl -1.56 -2.90 2.62 -0.222
C -0.38 -3.19 1.31 0.758
C 1.02 -3.28 1.87 -0.444
C 2.00 -3.72 0.78 -1.194
C 1.98 -2.78 -0.38 0.075
C 2.61 -1.56 -0.53 0.223
N 2.20 -1.13 -1.75 0.930
C 2.46 0.12 -2.39 -1.373
C 1.99 1.29 -1.48 0.333
C 1.52 2.49 -2.31 -0.949
C 0.06 2.12 -2.59 -1.005
C -0.34 1.32 -1.34 0.279
C -1.22 0.11 -1.69 -0.363
C -2.59 0.53 -2.23 -0.941
C -3.47 -0.64 -1.81 -1.130
C -2.86 -1.02 -0.46 0.492
C -3.56 -0.31 0.75 -1.188
N -2.76 0.77 1.25 0.886
C -1.67 0.67 2.04 0.317
C -1.18 1.96 2.11 0.081
C 0.05 2.47 2.77 -1.091
C 1.22 1.52 2.46 0.493
C 2.56 2.18 2.74 -0.774
Cl 3.89 1.13 2.18 -0.220
N -2.00 2.74 1.38 -0.597
N -2.94 2.02 0.87 -0.894
O -1.49 -0.67 -0.53 -0.384
O 0.87 0.91 -0.71 -0.499
N 1.38 -2.02 -2.29 -0.826
N 1.25 -3.01 -1.49 -0.501
H -0.49 -2.36 0.61 -0.777
H -0.68 -4.12 0.83 0.467
H 1.33 -2.30 2.26 0.129
H 1.05 -4.00 2.69 0.355
H 3.01 -3.77 1.20 0.368
H 1.73 -4.71 0.42 0.346
H 3.26 -1.00 0.10 0.471
H 3.53 0.23 -2.60 0.363
H 1.91 0.10 -3.33 0.428
H 2.78 1.54 -0.78 0.559
H 1.57 3.39 -1.70 0.308
H 2.11 2.63 -3.21 0.435
H -0.02 1.50 -3.48 0.353
H -0.57 3.00 -2.72 0.516
H -0.87 1.95 -0.62 0.037
H -0.69 -0.53 -2.40 0.320
H -2.58 0.70 -3.31 0.511
H -2.92 1.45 -1.73 0.451
H -3.34 -1.47 -2.51 0.390
H -4.52 -0.39 -1.75 0.401
H -2.92 -2.10 -0.29 0.597
H -4.52 0.10 0.45 0.414
H -3.71 -1.03 1.56 0.343
H -1.34 -0.26 2.45 0.311
H -0.09 2.56 3.85 0.392
H 0.25 3.47 2.37 0.427
H 1.17 1.23 1.41 -0.271
H 1.13 0.62 3.06 0.307
H 2.73 2.35 3.80 0.441
H 2.66 3.12 2.19 0.336

***

27
Properties=species:S:1:pos:R:3:mulliken_charge:R:1 method="wB97M-V/def2-TZVPD" lumo_ev=-0.3864 homo_ev=-10.27 smiles=O.O.O.O.O.O.O.O.O largest_force_ha_per_bohr=0.0090 relative_energy_kcal_mol=49.04 total_energy_ev=-18720.0088 mol_weight_g_mol=162.135 total_charge=0
O 2.16 -2.71 -0.37 -0.605
H 1.44 -2.07 -0.47 0.295
H 2.20 -3.18 -1.21 0.321
O 2.73 0.20 -1.78 -0.696
H 3.20 0.94 -1.38 0.292
H 2.04 -0.07 -1.16 0.372
O 0.99 0.81 3.91 -0.619
H 1.41 1.53 4.38 0.302
H 0.55 1.22 3.15 0.343
O 0.36 -0.29 -0.20 -0.566
H -0.43 -0.86 -0.32 0.326
H 0.16 0.27 0.56 0.322
O -1.06 2.13 -1.71 -0.675
H -0.93 1.99 -0.76 0.314
H -0.47 2.85 -1.96 0.326
O -2.70 -1.88 2.83 -0.625
H -1.98 -1.76 2.19 0.319
H -3.09 -2.73 2.60 0.306
O -0.49 1.99 1.55 -0.741
H 0.05 2.73 1.24 0.332
H -1.40 2.27 1.43 0.327
O 0.58 0.79 -3.66 -0.671
H 0.06 1.04 -2.88 0.368
H 1.46 0.60 -3.29 0.379
O -1.99 -1.73 -0.74 -0.595
H -2.11 -2.69 -0.73 0.280
H -2.75 -1.38 -1.22 0.271

***

87
Properties=species:S:1:pos:R:3:mulliken_charge:R:1 method="wB97M-V/def2-TZVPD" lumo_ev="-8.2351 / -8.2358" homo_ev="-12.16 / -12.16" largest_force_ha_per_bohr=0.0879 relative_energy_kcal_mol=71.03 total_energy_ev=-126972.0868 mol_weight_g_mol=616.610 total_charge=+2
C 2.80 4.40 -1.37 -0.289
C 1.85 3.69 -2.12 -0.126
C 1.81 3.74 -3.52 -0.301
C 2.78 4.54 -4.13 -0.405
N 3.69 5.23 -3.44 -0.552
C 3.70 5.17 -2.11 -0.409
C 0.83 2.95 -1.50 0.492
C -0.26 2.42 -1.23 -0.492
C -1.36 2.07 -0.36 0.769
C -1.48 0.74 0.08 0.498
C -2.72 0.32 0.60 -0.288
C -3.40 1.35 1.18 0.089
C -3.36 2.69 0.90 -1.135
C -2.28 3.05 0.07 0.095
Be -2.37 0.82 2.53 -0.393
P 1.35 -0.39 -0.52 0.939
H 1.03 3.24 -4.09 0.457
H 2.77 4.41 -0.28 0.445
H 2.80 4.61 -5.23 0.375
H 4.46 5.75 -1.57 0.369
H -2.16 4.08 -0.27 0.633
H -0.62 0.06 -0.09 -1.638
H -4.08 3.39 1.28 0.547
H -3.01 -0.74 0.58 0.810
C 1.95 -2.08 -0.11 -0.092
C 3.18 -2.57 -0.90 -1.428
H 1.09 -2.75 -0.30 0.418
H 2.15 -2.11 0.98 0.158
H 3.45 -3.57 -0.53 0.480
H 2.96 -2.65 -1.97 0.274
H 4.05 -1.91 -0.75 0.262
C 1.71 -0.07 -2.32 -0.027
C 3.08 0.54 -2.64 -1.567
H 0.91 0.63 -2.61 0.426
H 1.54 -1.01 -2.88 0.378
H 3.09 0.79 -3.71 0.447
H 3.23 1.47 -2.08 0.284
H 3.90 -0.17 -2.45 0.319
C 2.29 0.75 0.54 1.017
C 3.80 0.49 0.67 -1.533
H 1.81 0.70 1.53 -0.492
H 2.10 1.76 0.17 -0.237
H 4.24 1.24 1.33 0.477
H 4.00 -0.50 1.11 0.326
H 4.32 0.55 -0.29 0.259
Br -4.21 0.85 3.33 -0.075
P -1.37 -1.98 -1.84 0.988
C -0.60 -2.99 -3.15 -0.597
C -1.34 -4.20 -3.69 -1.309
H 0.36 -3.31 -2.70 0.296
H -0.34 -2.30 -3.96 0.459
H -0.70 -4.69 -4.43 0.435
H -1.55 -4.95 -2.91 0.268
H -2.28 -3.94 -4.19 0.264
C -2.51 -3.12 -0.91 -0.973
C -4.00 -3.16 -1.29 -1.367
H -2.42 -2.80 0.14 0.417
H -2.07 -4.13 -0.98 0.709
H -4.49 -3.91 -0.65 0.416
H -4.50 -2.20 -1.11 0.260
H -4.16 -3.47 -2.34 0.246
C -2.52 -0.80 -2.71 -0.207
C -3.14 -1.20 -4.04 -1.440
H -1.91 0.11 -2.83 0.287
H -3.31 -0.53 -1.99 0.220
H -3.77 -0.36 -4.38 0.451
H -2.39 -1.37 -4.82 0.305
H -3.79 -2.08 -3.96 0.201
O -0.76 0.40 2.69 0.056
C -0.63 -0.44 3.65 0.403
C 0.71 -0.86 4.14 -0.220
C 1.33 0.35 4.81 -0.538
C 0.60 0.68 6.13 -0.848
C -0.91 0.87 6.02 -0.280
C -1.74 -0.44 5.84 -0.740
N -1.69 -0.86 4.39 -0.011
H 0.56 -1.68 4.85 0.420
H 1.30 -1.23 3.31 -0.135
H 2.38 0.18 5.04 0.513
H 1.29 1.23 4.16 0.266
H 0.81 -0.09 6.88 0.313
H 0.98 1.62 6.53 0.390
H -1.31 1.31 6.95 0.433
H -1.18 1.57 5.20 0.117
H -1.33 -1.26 6.46 0.338
H -2.81 -0.29 6.09 0.376
H -2.24 -1.66 4.08 0.257

***

80
Properties=species:S:1:pos:R:3:mulliken_charge:R:1 method="wB97M-V/def2-TZVPD" lumo_ev="1.8597 / 1.8598" homo_ev="-1.44 / -1.44" largest_force_ha_per_bohr=0.0495 total_energy_ev=-96893.9577 mol_weight_g_mol=778.824 total_charge=-1
Tl 3.30 -2.76 0.50 0.433
Cl 1.43 0.00 0.03 -0.233
P -0.33 0.62 -0.87 -0.410
C 3.40 -3.63 -1.33 -0.972
H 2.67 -4.40 -1.63 -0.023
H 4.12 -3.29 -2.11 0.047
C -1.66 0.56 0.39 0.705
C -0.62 -0.47 -2.31 0.271
C -2.11 -0.89 0.64 0.197
H -1.18 0.94 1.31 0.711
C -3.16 -0.98 1.76 -0.718
H -2.54 -1.31 -0.28 0.137
H -1.25 -1.52 0.92 -1.124
C -4.35 -0.04 1.52 -0.745
H -3.51 -2.02 1.82 0.411
H -2.68 -0.74 2.71 0.376
C -3.91 1.39 1.20 -0.967
H -4.96 -0.43 0.69 0.329
H -5.00 -0.03 2.41 0.410
C -2.88 1.45 0.06 -0.566
H -4.78 2.00 0.92 0.391
H -3.47 1.84 2.09 0.366
H -3.34 1.12 -0.88 0.179
H -2.57 2.50 -0.09 0.239
C 0.14 2.33 -1.30 0.388
C -2.04 -0.30 -2.89 -0.721
H 0.11 -0.11 -3.06 0.658
C -2.19 -1.11 -4.18 -0.963
H -2.78 -0.65 -2.15 0.210
H -2.27 0.76 -3.09 0.167
C -1.83 -2.59 -4.00 -0.613
H -3.22 -1.02 -4.54 0.378
H -1.54 -0.67 -4.95 0.364
C -0.48 -2.80 -3.30 -0.940
H -2.62 -3.09 -3.43 0.325
H -1.81 -3.08 -4.98 0.390
C -0.32 -1.96 -2.03 0.224
H -0.36 -3.86 -3.04 0.364
H 0.34 -2.55 -3.99 0.425
H -1.00 -2.34 -1.26 -0.071
H 0.70 -2.08 -1.63 -0.168
C 0.24 3.20 -0.03 -0.324
H 1.16 2.21 -1.72 0.736
C 0.83 4.58 -0.36 -0.859
H -0.75 3.33 0.42 0.236
H 0.87 2.70 0.72 -0.164
C 0.09 5.28 -1.50 -0.642
H 0.80 5.20 0.54 0.370
H 1.89 4.46 -0.62 0.395
C -0.12 4.39 -2.73 -0.940
H -0.88 5.64 -1.14 0.310
H 0.65 6.18 -1.80 0.356
C -0.71 3.01 -2.39 -0.563
H -0.78 4.89 -3.45 0.387
H 0.84 4.23 -3.23 0.384
H -1.75 3.12 -2.05 0.222
H -0.73 2.39 -3.30 0.328
C 2.13 -0.65 3.29 -0.165
C 3.18 -1.40 3.14 0.037
H 1.12 -1.09 3.26 0.162
C 4.57 -0.84 2.95 -0.777
H 3.13 -2.50 3.22 0.486
C 4.73 0.56 3.58 -0.964
H 5.33 -1.53 3.35 0.179
H 4.80 -0.75 1.87 0.203
C 3.55 1.46 3.21 -0.437
H 4.78 0.45 4.67 0.329
H 5.67 1.02 3.25 0.383
C 2.19 0.82 3.57 -0.300
H 3.65 2.43 3.72 0.371
H 3.57 1.66 2.13 0.110
H 2.01 1.00 4.65 0.422
H 1.38 1.35 3.05 -0.104
Cl 2.13 -5.18 2.89 -0.143
C 0.52 -5.11 2.09 0.818
Cl 0.60 -5.94 0.51 -0.151
Cl -0.71 -5.86 3.09 -0.175
C 0.23 -3.54 1.90 0.012
O -0.41 -2.95 2.79 -0.720
O 0.76 -3.04 0.84 -0.670